Record 1
Below is a molecular structure, C38H24AsClF9N2O2STc, with properties calculated with ωB97M-V/def2-TZVPD.

```
! wB97M-V def2-TZVPD RIJCOSX def2/J DEFGRID3
* xyz 1 4
Tc -1.18506 0.32587 0.15895
Cl 1.99525 6.42932 2.67897
C 1.23335 5.23115 1.73540
C 0.51610 5.44113 0.58529
C -0.13777 4.43611 -0.10588
C -0.14316 3.14933 0.38104
O -0.75165 2.15729 -0.33274
C 0.58398 2.86393 1.58362
C 0.78937 1.49936 2.12663
N 0.31697 0.41870 1.60641
C 0.60580 -0.87269 2.21582
C 1.73661 -1.15071 3.01668
C 1.91479 -2.43299 3.55731
C 0.96087 -3.36451 3.33291
C -0.15236 -3.14111 2.53136
C -1.25575 -4.05394 2.35737
C -2.33387 -3.75939 1.58451
C -2.30582 -2.55100 0.86958
N -1.35898 -1.63934 1.08066
C -0.31202 -1.86846 1.92227
C 1.28252 3.90794 2.24274
H 0.32367 6.44463 0.10273
H -0.65683 4.59642 -1.06760
H 1.44314 1.46866 2.99578
H 2.51560 -0.41832 3.11911
H 2.79616 -2.82397 4.04462
H 1.18350 -4.34228 3.71335
H -1.27345 -4.92414 2.96682
H -3.11366 -4.48657 1.54462
H -3.01601 -2.36981 0.10061
H 1.83391 3.59714 3.10801
S -2.49029 -0.05476 -1.70951
C -1.59414 -1.20051 -2.81469
C -2.30040 -1.91512 -3.76467
C -1.74601 -2.85339 -4.59370
C -0.40107 -3.15694 -4.46620
C 0.36070 -2.47052 -3.56768
C -0.27091 -1.51459 -2.70340
As 0.79030 -0.51298 -1.35192
C 2.17144 -1.75265 -0.79406
C 1.81895 -3.09576 -0.56903
C 2.81242 -4.08912 -0.46237
C 4.14849 -3.73288 -0.61055
C 4.49301 -2.37828 -0.72631
C 3.53410 -1.42236 -0.92539
C 1.64901 0.95538 -2.25372
C 2.27745 1.91303 -1.47160
C 2.95503 2.95280 -2.07143
C 2.96647 3.10918 -3.45224
C 2.40587 2.14139 -4.23053
C 1.71711 1.05972 -3.65665
H -3.37914 -1.75652 -3.82397
H -2.23541 -3.41131 -5.40078
H 0.05836 -3.84200 -5.13597
H 1.39593 -2.57163 -3.46901
H 0.72951 -3.34068 -0.54880
H 2.40385 -5.10678 -0.29323
H 4.89353 -4.40321 -0.51301
H 5.52428 -2.06353 -0.78868
H 3.84262 -0.40881 -1.20994
H 2.28836 1.80743 -0.37857
H 3.50693 3.64534 -1.40517
H 3.48133 3.94340 -3.95037
H 2.39136 2.31791 -5.28941
H 1.19286 0.39759 -4.26894
F -3.59560 1.15774 4.15270
C -3.37102 2.09503 3.20273
F -4.12766 3.11447 3.49452
F -2.07666 2.48505 3.35456
C -3.63413 1.54036 1.79827
O -2.58581 0.78097 1.34852
C -4.89957 0.62454 1.80846
F -4.60407 -0.56220 2.41568
F -5.91374 1.19871 2.50222
F -5.27091 0.37018 0.56024
C -3.78248 2.79773 0.76505
F -3.52494 2.32606 -0.48033
F -2.98602 3.78513 1.09346
F -5.05446 3.32966 0.89846
*
```

For the relative energy (zero: lowest compared OMol25 entry of this formula, charge and spin), the calculation gives 0.0 kJ/mol. Its expectation value of S² is 3.77. The orbital gap (alpha / beta) comes out at 0.2525 / 0.2506 Ha.

Atomic partial charges in e from the Mulliken method, atoms 1 to 4: Tc 0.912; Cl -0.195; C -0.206; C -0.390



Record 2
Below is a gas-phase ion, C7H8N3O2S (charge -1), with properties calculated with ωB97M-V/def2-TZVPD.

```
! wB97M-V def2-TZVPD RIJCOSX def2/J DEFGRID3
* xyz -1 3
C 0.40318 0.81907 -1.24106
C 2.48477 0.49401 -2.29656
C 1.64614 -1.14668 -0.50916
C 0.08720 -0.57624 1.13080
C -3.29221 0.13423 1.25253
C -2.03777 -0.35540 2.12828
C 1.68840 0.35091 -1.04065
N -0.68279 1.15948 -1.38078
N 0.75762 -1.47824 0.35206
N 3.48358 1.28469 -2.37029
O 0.48457 0.40849 1.72862
O -1.16532 -1.06114 1.32700
S 2.67598 -2.20062 -1.26797
H 2.23100 -0.26935 -3.07588
H -2.93380 0.96895 0.60030
H -3.88882 -0.61738 0.81419
H -3.93098 0.61956 2.01645
H -2.54175 -0.98257 2.80782
H -1.44798 0.41816 2.47964
H 2.07988 0.83908 -0.23170
H 3.89913 1.19097 -3.22365
*
```

For the relative energy (zero: lowest compared OMol25 entry of this formula, charge and spin), the calculation gives 0.0 kJ/mol. Its expectation value of S² is 2.01. The orbital gap (alpha / beta) comes out at 0.1517 / 0.2254 Ha.

Atomic partial charges in e from the Mulliken method, atoms 1 to 4: C 0.501; C -0.440; C 0.205; C 0.516



Record 3
Below is 2 unconnected molecules or ions with the total composition C3H9N, with properties calculated with ωB97M-V/def2-TZVPD.

```
! wB97M-V def2-TZVPD RIJCOSX def2/J DEFGRID3
* xyz 0 1
C 0.38301 -0.80821 1.05416
C -0.03366 0.46347 0.33324
C -1.47322 0.51891 0.01434
N 1.01372 -0.04469 -1.28327
H 1.44674 -0.82502 1.29968
H 0.06302 -1.66717 0.46310
H -0.20558 -0.69756 1.97674
H 0.53412 1.36218 0.52971
H -0.86701 -0.07591 -0.75807
H -2.07429 1.35668 -0.38196
H -2.19608 -0.04733 0.57182
H 1.40169 -0.55859 -2.09152
H 1.74183 0.59259 -0.96623
*
```

For the relative energy (zero: lowest compared OMol25 entry of this formula, charge and spin), the calculation gives 473.3 kJ/mol. The orbital gap comes out at 0.3116 Ha.

Atomic partial charges in e from the Mulliken method, atoms 1 to 4: C -0.801; C -0.050; C -0.824; N -0.736



Record 4
Below is a molecular structure, C17H23N3O2S2V, with properties calculated with ωB97M-V/def2-TZVPD.

```
! wB97M-V def2-TZVPD RIJCOSX def2/J DEFGRID3
* xyz 0 4
V 1.04801 -0.43783 0.01209
C 2.34740 -3.31788 -0.62382
O 1.22775 -2.66873 -0.02311
C 0.92688 -3.18809 1.26853
C -0.25476 -2.40613 1.79235
O 0.05085 -1.01269 1.85016
C 0.73412 -0.60807 3.04760
H 2.12983 -4.38040 -0.75395
H 3.24062 -3.18758 -0.00907
H 2.50863 -2.85198 -1.59256
H 1.80379 -3.08180 1.91662
H 0.66896 -4.24924 1.18987
H -0.54795 -2.76755 2.78108
H -1.09342 -2.50003 1.10234
H 1.70336 -1.10060 3.13253
H 0.10488 -0.83420 3.91098
H 0.89169 0.46382 2.96082
S 1.17515 1.96301 0.40900
C 2.77711 2.19080 1.06642
C 3.08080 3.51723 1.51354
N 3.26752 4.59829 1.86202
C 3.69496 1.19573 1.14898
S 3.41821 -0.43746 0.61179
C 4.99075 1.47294 1.70046
N 6.02924 1.66954 2.15488
C -2.01964 3.74810 -0.21202
N -2.11625 2.50819 -1.03088
C -1.09367 2.49701 -2.11952
C -2.10345 1.26501 -0.13811
C -2.06079 0.02214 -0.97349
C -3.24336 -0.34256 -1.62453
C -3.25054 -1.39179 -2.52559
C -2.06158 -2.07468 -2.75250
C -0.91003 -1.72187 -2.06181
C -0.83928 -0.65954 -1.13579
H -2.15942 4.61143 -0.85822
H -1.03212 3.76942 0.24513
H -2.79182 3.72005 0.55304
H -3.02737 2.50130 -1.48773
H -0.10481 2.47443 -1.66756
H -1.22584 3.40575 -2.70345
H -1.24507 1.61401 -2.73197
H -3.01616 1.35235 0.45533
H -1.23246 1.35663 0.50543
H -4.16942 0.19034 -1.41486
H -4.16277 -1.67921 -3.03230
H -2.03882 -2.89416 -3.46179
H -0.01972 -2.31346 -2.25637
*
```

For the relative energy (zero: lowest compared OMol25 entry of this formula, charge and spin), the calculation gives 0.0 kJ/mol. Its expectation value of S² is 3.76. The orbital gap (alpha / beta) comes out at 0.2443 / 0.2588 Ha.

Atomic partial charges in e from the Mulliken method, atoms 1 to 4: V -0.316; C -1.012; O 0.178; C -0.416



Record 5
Below is a single C3H9ClO3SSi molecule, with properties calculated with ωB97M-V/def2-TZVPD.

```
! wB97M-V def2-TZVPD RIJCOSX def2/J DEFGRID3
* xyz 0 3
C 0.96544 -0.30014 2.14483
C 0.83321 -1.68939 -0.86117
C 1.34161 1.36156 -0.67511
O -3.75142 -1.10433 -0.24339
O -1.38399 -0.15210 0.40073
O -3.08269 0.94284 -1.40040
Si 0.70718 -0.16629 0.30777
S -3.08527 0.10352 0.13428
Cl -2.54076 2.46227 -1.83963
H 1.35182 -1.20371 2.52604
H 1.60737 0.48519 2.48437
H -0.06962 -0.18154 2.63606
H -0.10606 -1.75164 -1.50852
H 1.61432 -1.59993 -1.66207
H 1.01993 -2.51727 -0.20234
H 1.60025 1.39824 -1.70195
H 0.63617 2.19997 -0.42826
H 2.34252 1.71276 -0.11125
*
```

Its expectation value of S² is 2.01. The orbital gap (alpha / beta) comes out at 0.2632 / 0.2511 Ha.

Atomic partial charges in e from the Mulliken method, atoms 1 to 4: C -0.997; C -0.968; C -0.984; O -0.429



Record 6
Below is a single C3H3FN2 molecule, with properties calculated with ωB97M-V/def2-TZVPD.

```
! wB97M-V def2-TZVPD RIJCOSX def2/J DEFGRID3
* xyz 0 1
C 0.52221 0.35409 -0.37220
C 0.89954 -0.85592 -0.05315
C -1.80008 0.23724 0.16762
N -0.72924 0.93011 -0.11894
N 1.25444 -2.01512 -0.01541
F 1.92062 -2.53037 1.09548
H 1.24323 0.98360 -0.87821
H -2.62865 0.94103 0.36683
H -0.68206 1.95534 -0.19202
*
```

For the relative energy (zero: lowest compared OMol25 entry of this formula, charge and spin), the calculation gives 584.9 kJ/mol. The orbital gap comes out at 0.3250 Ha.

Atomic partial charges in e from the Mulliken method, atoms 1 to 4: C -0.351; C 0.536; C -0.530; N -0.019



Record 7
Below is a single C5H8N2S molecule, with properties calculated with ωB97M-V/def2-TZVPD.

```
! wB97M-V def2-TZVPD RIJCOSX def2/J DEFGRID3
* xyz 0 1
C -2.12946 0.73050 -0.83192
C -0.84636 0.91819 -0.33699
C -0.12611 0.86339 1.08234
C 2.15186 -1.98527 0.81470
C 0.36317 -0.03329 -0.77500
H -2.61984 1.53961 -0.40867
H -1.97311 0.76069 -2.07958
H -2.37279 -0.39127 -0.59797
H -0.53647 1.74239 -0.84600
H 0.22919 1.96867 1.19579
H -0.53233 0.11963 1.94300
H 2.66308 -2.68025 1.53236
H 2.30655 -1.82025 -0.27447
N 0.92212 0.06966 0.43340
N 1.65706 -0.85977 1.17441
S 0.84346 -0.94264 -2.02539
*
```

For the relative energy (zero: lowest compared OMol25 entry of this formula, charge and spin), the calculation gives 535.3 kJ/mol. The orbital gap comes out at 0.3222 Ha. Its structure (SMILES) is C=NN1C[C@H](C)C1=S.

Atomic partial charges in e from the Mulliken method, atoms 1 to 4: C -1.242; C 0.132; C -0.380; C -0.185



Record 8
Below is 2 unconnected molecules or ions with the total composition C2H6O2Si2, with properties calculated with ωB97M-V/def2-TZVPD.

```
! wB97M-V def2-TZVPD RIJCOSX def2/J DEFGRID3
* xyz 0 1
C 1.70006 -1.47103 -0.49075
C -0.78970 -1.70715 0.56735
O 1.98386 -2.33330 -1.22821
O -1.05694 -2.34108 1.51751
Si 2.33320 0.16116 0.40563
Si -2.10923 -0.68296 -0.48838
H 3.48900 0.76139 -0.23086
H 1.07112 0.94777 0.56783
H 3.17081 -0.14056 1.63404
H -2.55543 0.27668 0.61149
H -3.34757 -1.29799 -0.88975
H -1.27177 -0.04871 -1.44946
*
```

For the relative energy (zero: lowest compared OMol25 entry of this formula, charge and spin), the calculation gives 663.8 kJ/mol. The orbital gap (alpha / beta) comes out at 0.2578 / 0.2751 Ha.

Atomic partial charges in e from the Mulliken method, atoms 1 to 4: C 0.261; C 0.174; O -0.373; O -0.369



Number 1: calculated total energy -5796.06455 hartree. Number 2: calculated total energy -984.37290 hartree. Number 3: calculated total energy -174.27276 hartree. Number 4: calculated total energy -2716.64177 hartree. Number 5: calculated total energy -1493.07876 hartree. Number 6: calculated total energy -325.26885 hartree. Number 7: calculated total energy -702.82615 hartree. Number 8: calculated total energy -809.08390 hartree.